14
Properties=species:S:1:pos:R:3:forces:R:3 method="wB97M-V/def2-TZVPD" energy_ev=-10078.9548 total_charge=+1 lumo_energy_ev="-6.01 / -6.01" relative_energy_kj_mol=525.7 orbital_gap_ev="8.409 / 8.408" spin_multiplicity=1
N -1.16608 -0.13608 1.38027 -1.63 1.37 0.42
H 1.00727 2.02949 0.32028 0.18 0.42 0.03
N 0.52706 -1.68721 -0.73211 -4.07 0.65 -0.87
H -0.40219 -2.02154 -1.17854 2.46 -0.01 0.71
N 2.43081 -1.14260 -0.68801 0.54 0.57 0.17
H -0.92086 0.51511 -1.34223 -1.32 -0.06 -0.73
C -0.02956 0.67435 -0.81563 0.53 3.07 2.17
H -1.87868 0.49644 1.78004 -0.04 -0.27 -0.66
N 0.20854 1.92095 -0.27412 0.69 -4.53 -1.09
H -1.53138 -1.03340 1.63774 0.27 -0.68 0.42
N 1.74612 -2.10165 -0.88778 -0.23 0.39 -0.20
H -0.41228 0.13897 1.98476 0.83 -0.64 0.27
H -0.33233 2.63314 -0.61740 -1.12 2.28 -0.64
N 0.75356 -0.28597 -0.56728 2.92 -2.56 -0.01